1.
C23H41ClIrP2 as an isolated structure, computed with ωB97M-V/def2-TZVPD.

ORCA input file:
```
! RIJCOSX wB97M-V def2-TZVPD def2/J DEFGRID3
* xyz 2 6
Ir 2.33314 -1.49726 -2.13780
C -0.42560 -1.07273 -0.11513
C -0.15601 -2.11093 -1.02636
C 1.84188 -1.54549 0.09249
C 0.77178 -0.67540 0.51563
C 1.24795 -2.53878 -0.83089
C -1.75530 -0.44648 0.13578
H -2.54784 -0.98480 -0.38568
H -1.77960 0.57872 -0.24220
H -2.01230 -0.38761 1.20090
C 0.87440 0.42484 1.50355
H 0.28710 1.30329 1.20054
H 1.92298 0.73366 1.57210
H 0.55070 0.13859 2.52320
C 3.20768 -1.56245 0.67936
H 3.24223 -2.22095 1.56753
H 3.51627 -0.55691 0.99349
H 3.91512 -1.92254 -0.07492
C 1.91217 -3.80152 -1.20199
H 1.23625 -4.41227 -1.83511
H 2.22963 -4.32623 -0.30661
H 2.82231 -3.63601 -1.83758
C -1.04858 -2.63996 -2.06136
H -1.49797 -3.59802 -1.75607
H -0.48637 -2.82761 -2.98745
H -1.86613 -1.95317 -2.31767
C -3.34214 4.07611 -1.55339
C -4.22916 3.14628 -1.93851
C -4.05435 2.35552 -3.21072
C -3.10917 1.15625 -3.03670
C -1.71462 1.39683 -2.63324
C -0.84817 2.35851 -2.25689
C -0.94568 3.76399 -1.81861
C -2.17408 4.46392 -2.38426
H -3.67480 2.97281 -4.04548
H -3.06159 0.60699 -4.00064
H -5.03551 1.93620 -3.49072
H -2.28942 4.21948 -3.44561
H -3.43838 4.57760 -0.59501
H -5.10508 2.94128 -1.33443
H -2.00218 5.54906 -2.29080
H -0.90765 3.77612 -0.70856
H 0.16371 1.97812 -2.14032
H -0.00894 4.23163 -2.13955
H -3.52039 0.42035 -2.30241
H -1.16448 0.41961 -2.65152
P 0.33609 0.28072 -4.57657
C 0.53704 2.04808 -5.16282
C -0.74460 -0.05137 -6.11356
P 2.42132 -1.78586 -4.19955
C 2.06364 -0.14305 -4.95098
C 1.29919 -2.98100 -5.00287
C 4.10257 -2.15330 -4.75260
H 1.37081 2.51753 -4.62893
H -0.36215 2.65245 -4.98664
H 0.75597 2.09005 -6.24007
H -0.30476 0.36106 -7.03609
H -1.72162 0.43738 -5.97878
H -0.92329 -1.11961 -6.25749
H 4.17527 -1.86857 -5.81105
H 4.28765 -3.22450 -4.61503
H 4.80330 -1.55880 -4.14628
H 2.66092 0.57742 -4.36632
H 2.31730 -0.11024 -6.01354
H 1.74381 -3.97181 -4.87682
H 1.21488 -2.73893 -6.06706
H 0.30764 -2.98709 -4.55482
Cl 3.58833 0.41058 -2.09588
*
```

Summary:
Calculated total energy = -58434.06547 eV
Energy relative to the best compared isomer or geometry (same formula, charge and spin) = 35.2 kJ/mol
Orbital gap (spin up / spin down) = 0.2839 / 0.1679 hartree
<S²> = 8.77

***

2.
C23H41LuN2P3S as an isolated structure, computed with ωB97M-V/def2-TZVPD.

ORCA input file:
```
! RIJCOSX wB97M-V def2-TZVPD def2/J DEFGRID3
* xyz 3 1
Lu -0.62929 -0.95790 -0.02625
P -0.79524 1.51820 1.37557
P -3.38615 -1.20585 -0.18778
P 4.17657 1.08661 -0.82278
H 1.47915 -2.31670 -3.29706
C 2.16588 -1.93603 -2.53341
C 1.99615 -2.28055 -1.10289
H 1.24448 -2.98885 -0.75261
C -1.09318 3.10086 0.48380
C -2.19654 1.60663 2.56791
C 0.49077 2.15746 2.53071
C -4.08075 -2.75096 -0.86938
C -4.51198 -0.86645 1.21438
C -3.91047 0.03891 -1.43522
C 5.92171 1.35827 -1.18174
C 3.83080 0.51635 0.88410
C 3.13864 2.51869 -1.24065
H 3.19066 -1.75185 -2.84000
H 2.90927 -2.35224 -0.50943
H -1.47275 3.86315 1.18168
H -1.82890 2.94624 -0.31428
H -0.15941 3.46323 0.03371
H -2.07451 2.49347 3.20906
H -2.20001 0.71247 3.20126
H -3.15256 1.67348 2.03450
H 0.01492 2.81956 3.27133
H 1.23966 2.73316 1.97217
H 0.99121 1.34087 3.06070
H -4.68943 -3.26164 -0.11926
H -3.24334 -3.40073 -1.14527
H -4.69202 -2.58353 -1.76428
H -5.15286 0.01163 1.06126
H -3.92421 -0.70317 2.12241
H -5.15380 -1.73742 1.37404
H -4.91974 -0.26316 -1.74495
H -3.25417 0.07138 -2.31838
H -3.93490 1.04263 -0.98399
H 6.12712 2.43155 -1.26336
H 6.20081 0.88049 -2.13241
H 6.53637 0.90594 -0.39325
H 4.34645 1.14535 1.62991
H 4.18125 -0.51476 1.03857
H 2.75780 0.52106 1.16059
H 3.77475 3.36948 -1.51265
H 2.51899 2.80762 -0.38503
H 2.46166 2.34660 -2.08814
C 0.02261 -0.32376 -2.31935
C -0.27938 1.00196 -2.74020
C -1.03223 1.15491 -3.87983
C -1.67811 0.05378 -4.46406
C -1.58731 -1.20694 -3.87236
C -0.77253 -1.43052 -2.76385
S 1.60294 -0.42252 -1.47843
H 3.92078 0.09996 -1.81821
H 0.28413 1.83770 -2.30542
H -1.10383 2.14289 -4.35165
H -2.23559 0.18707 -5.37891
H -2.14669 -2.05127 -4.31373
H -0.57538 -2.47393 -2.43567
N 3.32250 -0.01677 4.59417
C 2.38030 -0.58308 4.18393
C 1.21599 -1.24554 3.60076
C -0.02966 -1.18572 4.24817
C -1.16450 -1.71842 3.63364
C -1.03771 -2.20988 2.34379
N 0.15816 -2.12055 1.66205
C 1.29562 -1.81546 2.33502
H -0.09995 -0.70315 5.22315
H -2.13255 -1.76112 4.14708
H -1.81533 -2.80140 1.85963
H 2.24882 -2.01780 1.84714
*
```

Summary:
Calculated total energy = -99788.93495 eV
Energy relative to the best compared isomer or geometry (same formula, charge and spin) = 351.3 kJ/mol
Orbital gap (spin up / spin down) = 0.2080 / 0.1638 hartree

***

3.
C23H41N2OP3Rh as an isolated structure, computed with ωB97M-V/def2-TZVPD.

ORCA input file:
```
! RIJCOSX wB97M-V def2-TZVPD def2/J DEFGRID3
* xyz 3 5
Rh -2.76584 0.84985 -0.11431
P -1.10670 0.19332 1.53956
P -2.57842 -1.48715 -0.94167
P -2.76763 2.99493 0.52916
H 1.16677 0.26921 -3.21938
C 1.47410 1.23819 -2.74351
C 2.00173 1.45980 -1.50729
H 2.54729 0.67065 -1.01580
C 0.26839 -1.01239 1.29907
C -2.23808 -0.54555 2.78273
C -0.15635 1.48541 2.46963
C -2.42203 -2.02090 -2.71075
C -2.00160 -3.04613 -0.17057
C -4.36225 -1.43638 -0.50230
C -1.26339 4.01481 0.55980
C -3.48050 2.88725 2.15729
C -3.92954 3.71020 -0.61779
H 1.25927 2.16785 -3.30912
H 2.01639 2.42015 -1.00658
H 1.18271 -0.46886 1.03011
H 0.04689 -1.73192 0.50753
H 0.39812 -1.53395 2.26611
H -2.74042 -1.43217 2.34051
H -2.99284 0.21659 3.06322
H -1.59781 -0.82114 3.63665
H 0.64661 1.84029 1.80101
H 0.28003 0.94966 3.32775
H -0.79399 2.31647 2.81262
H -3.24954 -2.69334 -2.97019
H -1.50042 -2.61304 -2.81721
H -2.40173 -1.19874 -3.43933
H -2.44516 -3.92797 -0.66029
H -2.22566 -3.06104 0.89770
H -0.92157 -3.08972 -0.33788
H -4.83266 -2.34122 -0.91930
H -4.89729 -0.55249 -0.90765
H -4.52913 -1.42885 0.59543
H -1.59934 5.05177 0.53486
H -0.65608 3.78583 -0.32613
H -0.67517 3.79238 1.45477
H -3.96756 3.85094 2.31749
H -2.71972 2.71610 2.91955
H -4.22701 2.08623 2.19169
H -4.54798 4.41886 -0.05759
H -4.58262 2.92034 -1.01616
H -3.42443 4.21554 -1.45091
C -2.88595 1.54023 -3.26586
C -3.57201 1.06022 -4.43928
C -3.75887 1.87697 -5.54156
C -3.08844 3.11835 -5.61316
C -2.39031 3.60861 -4.51054
C -2.21566 2.82649 -3.37036
O -3.13253 0.78844 -2.23537
H -1.38256 1.74339 0.29591
H -4.13483 0.11154 -4.31639
H -4.37537 1.48058 -6.37168
H -3.23317 3.66265 -6.54381
H -1.98927 4.59822 -4.58577
H -1.55852 3.20931 -2.57042
N 6.16153 -4.83697 2.43327
C 5.61298 -4.02601 1.78493
C 4.87215 -3.02498 1.01223
C 5.13407 -1.66440 1.23721
C 4.29807 -0.73775 0.60798
N 3.33113 -1.12220 -0.20843
C 3.10742 -2.40559 -0.48524
C 3.87609 -3.41961 0.10943
H 5.92865 -1.31686 1.89914
H 4.41936 0.32946 0.79282
H 2.31841 -2.66628 -1.18671
H 3.67015 -4.46299 -0.08248
*
```

Summary:
Calculated total energy = -60385.13287 eV
Energy relative to the best compared isomer or geometry (same formula, charge and spin) = 211.5 kJ/mol
Orbital gap (spin up / spin down) = 0.2003 / 0.1234 hartree
<S²> = 6.06